{
  "formula": "C51H82As6F36N11O5",
  "method": "ωB97M-V with the def2-TZVPD basis set",
  "charge": 5,
  "homo_lumo_gap_ev": 7.914,
  "mol_weight_g_mol": 2062.75,
  "lumo_ha": -0.371,
  "homo_ev": -18.0,
  "species": ["C", "C", "O", "N", "H", "H", "C", "H", "H", "H", "H", "H", "H", "C", "C", "O", "N", "H", "H", "C", "H", "H", "H", "H", "H", "H", "C", "C", "O", "N", "H", "H", "C", "H", "H", "H", "H", "H", "H", "C", "C", "O", "N", "H", "H", "C", "H", "H", "H", "H", "H", "H", "C", "C", "O", "N", "H", "H", "C", "H", "H", "H", "H", "H", "H", "C", "N", "C", "C", "C", "C", "C", "C", "C", "C", "N", "C", "C", "C", "H", "H", "H", "H", "H", "H", "H", "H", "H", "H", "H", "H", "H", "H", "C", "N", "C", "C", "C", "C", "C", "C", "C", "C", "N", "C", "C", "C", "H", "H", "H", "H", "H", "H", "H", "H", "H", "H", "H", "H", "H", "H", "C", "N", "C", "C", "C", "C", "C", "C", "C", "C", "N", "C", "C", "C", "H", "H", "H", "H", "H", "H", "H", "H", "H", "H", "H", "H", "H", "H", "As", "F", "F", "F", "F", "F", "F", "As", "F", "F", "F", "F", "F", "F", "As", "F", "F", "F", "F", "F", "F", "As", "F", "F", "F", "F", "F", "F", "As", "F", "F", "F", "F", "F", "F", "As", "F", "F", "F", "F", "F", "F"],
  "xyz": [[-19.098872, 0.925172, 18.365905], [-17.821523, 0.674210, 19.156715], [-17.919810, 0.326847, 20.294037], [-16.472589, 0.627085, 18.455592], [-16.549925, 1.144015, 17.591359], [-15.832928, 1.095536, 19.081280], [-16.036986, -0.846536, 18.253809], [-19.875718, 1.211351, 19.074923], [-19.347318, 0.092553, 17.707785], [-18.990734, 1.831683, 17.770395], [-14.987668, -0.890198, 17.962075], [-16.713956, -1.466197, 17.665726], [-16.049859, -1.379436, 19.204574], [-16.430229, -0.511943, 13.822937], [-17.471080, 0.430980, 14.432788], [-17.748518, 0.488234, 15.654637], [-18.006024, 1.459149, 13.422593], [-17.976356, 1.024708, 12.511286], [-18.929801, 1.707519, 13.746678], [-17.262723, 2.839568, 13.484981], [-15.433057, -0.411107, 14.251391], [-16.406964, -0.436448, 12.735809], [-16.714958, -1.509310, 14.158035], [-17.606572, 3.401688, 12.616710], [-16.179644, 2.718250, 13.502862], [-17.521174, 3.403230, 14.381416], [-12.719149, -8.046533, 12.336613], [-11.926942, -8.549682, 13.541948], [-11.034974, -7.966501, 14.178012], [-12.322535, -9.969883, 13.907122], [-12.490458, -10.079787, 14.896980], [-13.220047, -10.190226, 13.499671], [-11.279556, -11.001052, 13.534583], [-13.062718, -8.784030, 11.611251], [-12.039322, -7.412970, 11.766936], [-13.639484, -7.552605, 12.648246], [-10.275286, -10.658619, 13.784171], [-11.341922, -11.236406, 12.472123], [-11.674648, -11.795938, 14.167171], [-8.699128, -6.820268, 16.125212], [-7.241814, -6.697325, 15.946538], [-6.537159, -5.930835, 16.591021], [-6.564347, -7.443261, 14.769062], [-7.134112, -8.020877, 14.167531], [-6.021165, -6.744939, 14.281828], [-5.522904, -8.479644, 15.264177], [-9.181662, -6.552895, 15.185117], [-9.028609, -6.185964, 16.948138], [-9.077964, -7.829837, 16.284449], [-5.072059, -8.987502, 14.411587], [-6.031458, -9.180049, 15.926683], [-4.818711, -7.883148, 15.844189], [-11.952856, -1.478771, 14.017892], [-12.929019, -2.306273, 14.747948], [-13.784812, -1.879257, 15.467234], [-12.874434, -3.829601, 14.435293], [-13.751945, -4.290024, 14.630470], [-12.893900, -3.881939, 13.426842], [-11.712188, -4.593853, 15.148600], [-12.313575, -0.480638, 13.769446], [-11.635449, -1.840794, 13.039984], [-11.047224, -1.224464, 14.568573], [-11.795186, -5.610776, 14.765085], [-11.969925, -4.427739, 16.194583], [-10.756380, -4.148809, 14.872078], [-9.465413, 1.410821, 16.993706], [-8.328430, 2.094429, 16.351882], [-8.661907, 2.869720, 15.323628], [-7.701492, 3.647462, 14.673278], [-6.332252, 3.606612, 15.096632], [-6.040718, 2.658189, 16.137540], [-7.008866, 1.950190, 16.829418], [-5.287959, 4.312735, 14.355590], [-5.398130, 5.671910, 14.004344], [-4.408410, 6.339738, 13.226799], [-3.321934, 5.639732, 12.757371], [-3.141028, 4.356048, 13.105315], [-4.148083, 3.655309, 13.843836], [-2.283547, 6.410152, 12.125655], [-10.074798, 2.186187, 17.457978], [-9.177809, 0.696929, 17.765555], [-10.032296, 0.909238, 16.209390], [-9.701375, 2.884246, 15.030866], [-8.060947, 4.362884, 13.948446], [-5.055831, 2.544223, 16.565796], [-6.886160, 1.286382, 17.672454], [-6.219154, 6.217083, 14.446052], [-4.506008, 7.401503, 13.054960], [-2.231250, 3.888714, 12.758472], [-3.923901, 2.655028, 14.183804], [-1.713855, 6.901274, 12.914552], [-2.728937, 7.191360, 11.509658], [-1.651492, 5.827997, 11.455059], [-13.580535, -8.855931, 18.419079], [-12.359297, -8.194236, 18.866177], [-11.445754, -8.836021, 19.601993], [-10.288367, -8.142323, 20.071028], [-10.137675, -6.794899, 19.788304], [-11.131381, -6.147192, 19.006535], [-12.209788, -6.931337, 18.545498], [-8.971391, -6.069239, 20.420107], [-9.214636, -4.965056, 21.234296], [-8.144754, -4.341962, 21.863647], [-6.853183, -4.853935, 21.738054], [-6.588732, -5.865776, 20.929759], [-7.647126, -6.480857, 20.243062], [-5.686215, -4.071399, 22.366732], [-13.787413, -9.768211, 18.978570], [-13.381896, -9.036910, 17.362722], [-14.396799, -8.146768, 18.556580], [-11.630166, -9.900122, 19.592797], [-9.610949, -8.694139, 20.705854], [-11.113230, -5.103771, 18.728398], [-13.058154, -6.514768, 18.022854], [-10.194316, -4.552658, 21.425501], [-8.308975, -3.387974, 22.342545], [-5.577355, -6.188764, 20.731776], [-7.306781, -7.234730, 19.548633], [-4.755356, -4.507291, 22.003940], [-5.699503, -4.309183, 23.430393], [-5.945525, -3.013025, 22.340347], [-14.278800, -6.309038, 1.860612], [-14.026063, -5.551275, 3.062744], [-15.056039, -5.065727, 3.733797], [-14.956313, -4.114945, 4.767596], [-13.668345, -3.732013, 5.122096], [-12.565929, -4.369749, 4.489149], [-12.794270, -5.223492, 3.443349], [-13.427395, -2.875856, 6.329336], [-14.225979, -1.780431, 6.604642], [-14.041096, -1.057591, 7.802998], [-12.987031, -1.340837, 8.558774], [-12.214637, -2.451599, 8.320688], [-12.420982, -3.236067, 7.215429], [-12.876544, -0.601088, 9.821432], [-14.322232, -7.331612, 2.235537], [-13.445399, -6.181348, 1.169785], [-15.149772, -5.946737, 1.314506], [-16.029054, -5.401860, 3.407215], [-15.868828, -3.848199, 5.280009], [-11.552407, -4.180383, 4.810574], [-12.006161, -5.763882, 2.940089], [-14.938881, -1.368554, 5.905698], [-14.571585, -0.155300, 8.069204], [-11.579592, -2.752346, 9.140857], [-11.738959, -4.060861, 7.070674], [-13.681542, -0.999260, 10.439126], [-13.104173, 0.437674, 9.582139], [-11.929208, -0.724198, 10.346297], [-15.523949, -6.814429, 15.511029], [-13.754441, -6.761146, 15.727280], [-15.655817, -6.328793, 17.240044], [-17.320661, -6.717793, 15.385509], [-15.377028, -7.417480, 13.825370], [-15.597090, -8.543400, 15.947932], [-15.378186, -5.099396, 14.992674], [-13.430888, 2.371158, 15.728692], [-13.844291, 1.298571, 14.354395], [-12.313385, 1.154668, 16.458564], [-13.097155, 3.472147, 17.131225], [-14.367394, 3.727691, 14.938823], [-14.862564, 1.794452, 16.628434], [-12.021688, 3.037929, 14.922683], [-8.335712, -2.787602, 17.143557], [-9.548018, -1.968499, 16.046108], [-8.923841, -1.919841, 18.652465], [-7.112598, -3.626014, 18.253945], [-7.738611, -3.714173, 15.679973], [-7.103900, -1.483017, 16.918482], [-9.524487, -4.050697, 17.541801], [-9.022893, -4.044476, 11.705739], [-8.652926, -5.094227, 10.321233], [-7.443529, -3.189384, 11.336997], [-9.118070, -2.959082, 13.242014], [-10.650014, -4.770061, 12.093897], [-8.175142, -5.242969, 12.701193], [-9.928047, -2.837864, 10.669984], [-10.392236, 1.812442, 11.767595], [-10.046704, 0.103099, 11.306633], [-8.801375, 2.223790, 10.980771], [-10.423377, 3.504571, 12.254069], [-12.061617, 1.446353, 12.390457], [-9.571008, 1.429030, 13.313889], [-11.191563, 2.210929, 10.244307], [-14.778024, -3.971457, 11.100049], [-13.643467, -2.865345, 11.832174], [-15.368197, -2.735281, 9.884590], [-16.088494, -4.982309, 10.420027], [-14.222513, -5.170670, 12.299588], [-15.978672, -3.317202, 12.266633], [-13.485827, -4.463652, 9.943434]],
  "atomic_forces_ev_per_a": [[0.95, 1.44, -0.24], [-2.55, -1.39, 0.99], [1.52, 0.48, -0.62], [-1.08, -1.69, 0.50], [0.48, 0.08, -0.67], [0.63, 0.20, 0.09], [0.40, -0.13, 0.93], [0.05, -0.71, 0.09], [-0.03, 0.01, 0.21], [0.16, -0.11, -0.46], [-0.32, 0.36, -0.66], [0.02, 0.87, -0.63], [-0.21, 0.69, 0.46], [-1.31, 0.18, 0.38], [1.79, -0.30, 3.98], [0.33, 0.39, -5.32], [0.73, 0.79, 2.41], [-0.24, 0.18, -0.47], [-0.84, -0.25, -0.40], [0.27, -0.15, -0.31], [-0.01, 0.72, 0.10], [0.12, -0.24, 0.11], [-0.20, -0.24, -0.39], [0.14, -0.17, 0.01], [-0.05, -0.31, -0.24], [-0.36, -0.54, 0.09], [1.16, -0.15, 0.13], [1.54, 2.62, 0.25], [-3.26, -2.78, -1.93], [0.75, 0.69, 0.22], [0.15, 0.44, 0.63], [-0.43, -0.07, -0.61], [-0.87, -0.31, 0.20], [0.19, -0.68, 0.39], [-0.26, 0.56, 0.28], [0.10, 0.48, 0.32], [-0.33, 0.00, 0.26], [-0.11, 0.02, 0.17], [1.03, -0.74, -0.48], [-0.63, -0.62, -0.37], [1.80, 2.85, 1.93], [-1.41, -3.10, -2.16], [1.03, -1.30, 1.38], [-0.84, 0.76, -0.53], [-0.17, 0.52, -0.78], [-0.30, 0.95, 0.70], [-0.03, 0.48, -0.11], [0.22, 0.15, -0.30], [0.39, -0.34, 0.12], [-0.07, 0.24, 0.08], [0.01, 0.00, -0.18], [0.21, -0.36, -0.16], [0.85, 0.75, -1.13], [-0.58, 0.67, -0.07], [0.36, -1.14, -0.10], [1.13, 0.74, 0.65], [-0.87, -0.13, 0.89], [0.93, -0.15, -0.88], [-1.35, 1.14, -1.20], [-0.76, -0.01, 0.43], [0.13, -0.68, 0.24], [0.08, -0.59, 0.32], [0.10, 0.07, 0.48], [0.39, -0.51, 0.00], [-0.11, 0.16, -0.01], [-0.33, -0.09, 0.26], [1.49, -0.67, 0.96], [1.03, 0.46, -0.06], [1.48, 0.46, 1.07], [-2.41, -2.18, 0.54], [-0.04, 0.46, 0.56], [-2.29, 1.24, -2.43], [1.51, 0.74, -1.68], [1.13, 0.35, -0.41], [-1.22, -2.16, 1.20], [-1.70, 0.33, 1.37], [-1.99, -0.74, 0.65], [1.17, 1.12, 0.29], [0.86, 1.05, -0.82], [-0.14, -0.12, -0.11], [0.38, 0.05, -0.26], [0.04, 0.05, 0.20], [-0.09, 0.06, 0.02], [0.12, -0.22, -0.39], [0.33, 0.17, -0.36], [0.18, 0.03, -0.13], [-0.01, 0.39, -0.32], [0.32, -0.05, -0.34], [-0.02, -0.08, 0.04], [-0.04, -0.21, -0.41], [0.26, -0.13, -0.17], [-0.11, -0.08, 0.09], [-0.07, -0.23, 0.37], [-0.24, -0.13, -0.50], [0.62, -0.68, 1.15], [1.56, 0.68, -0.37], [-1.91, -1.47, -0.52], [-0.15, 0.86, -0.14], [-0.35, -1.62, -0.04], [0.62, 2.67, 0.58], [0.02, -0.35, -0.42], [1.06, 0.36, 0.59], [0.83, -1.10, -1.03], [-0.33, 2.38, 0.50], [-1.65, -0.49, -0.84], [0.48, 0.26, 0.31], [-1.48, -1.23, 1.00], [0.23, 0.12, -0.08], [-0.74, -0.21, 0.01], [-0.09, -0.22, -0.28], [0.33, -0.12, 0.91], [0.18, 0.05, -0.07], [0.27, 0.05, 0.10], [0.11, 0.29, -0.32], [-0.11, -0.08, -0.23], [0.45, -0.15, 0.46], [0.12, 0.22, 0.37], [-0.53, -0.25, -0.06], [-0.12, 0.83, -0.47], [-0.11, -0.18, 0.09], [0.68, -0.09, -0.77], [0.57, -1.03, -0.62], [-0.44, 1.68, 0.37], [-1.42, 1.22, 0.85], [0.67, -1.42, -1.12], [0.63, -0.43, 0.71], [-0.92, 0.53, 0.12], [1.17, -0.38, 0.33], [-0.16, -0.28, -0.76], [-0.19, 1.06, 1.11], [0.95, -0.38, -2.04], [0.36, -1.75, 0.35], [-0.93, 0.72, 0.79], [0.32, 0.64, 0.24], [-0.56, 0.26, 0.47], [-0.39, -0.25, -0.84], [0.09, -0.17, 0.22], [-0.16, -0.25, 0.49], [-0.06, -0.04, -0.04], [0.14, 0.32, 0.05], [0.00, 0.09, -0.12], [0.18, 0.26, -0.15], [-0.24, -0.36, -0.05], [-0.27, -0.17, -0.10], [0.54, 0.28, -0.10], [-0.27, -0.21, -0.01], [0.12, 0.11, 0.14], [0.45, 0.04, 0.28], [0.11, 0.05, -0.46], [-3.01, 0.15, -0.21], [-0.29, -0.56, -0.20], [0.48, -0.49, -1.42], [2.65, -0.14, 0.06], [0.26, 0.86, 1.46], [0.55, 1.27, 0.12], [-0.08, -1.37, 0.43], [1.40, 2.53, -0.09], [0.07, 0.77, 1.56], [-1.72, 0.61, -0.60], [-0.51, -1.46, -1.39], [0.36, -2.00, 0.99], [0.52, -0.10, -0.60], [-0.60, -0.67, 0.28], [1.57, 1.16, -0.09], [1.54, -1.02, 1.89], [0.42, -0.82, -1.94], [-1.61, 0.64, -1.37], [-0.93, 1.13, 2.35], [-1.66, -1.41, 0.04], [0.45, 0.24, -0.37], [1.52, 2.83, -0.01], [-1.16, 0.70, 1.06], [-2.26, -1.17, 0.61], [-0.49, -1.82, -2.39], [1.66, 0.38, -0.23], [-0.62, 0.14, 0.03], [0.90, -1.55, 1.25], [1.43, 0.28, -1.29], [-1.12, 1.46, 0.40], [-1.47, -0.59, 1.00], [-0.47, -1.01, 0.19], [2.11, 0.05, -0.36], [-0.86, 0.13, -0.72], [0.37, -0.58, 0.76], [-2.45, 0.08, -1.10], [0.16, 0.16, -0.25], [1.20, -0.74, 1.20], [2.08, 0.42, 0.84], [-0.41, 0.51, -1.05], [1.08, -0.57, -0.78], [-1.53, 0.21, 1.14]]
}